1.
The following is a quantum chemistry calculation of 2 unconnected molecules or ions with the total composition C2H4O5P at a distorted geometry, from the OMol25 dataset.

Each line ends with the Löwdin charge.
Atoms and positions in Å:
P: 0.419 0.085 -0.206  0.37
O: -1.060 0.379 0.472  -0.07
O: 0.956 -1.300 0.352  -0.06
O: 1.334 1.179 -0.002  -0.17
O: 3.235 3.125 1.990  -0.73
O: 0.080 -0.201 -1.749  -0.10
C: -1.959 -0.546 0.195  -0.29
C: -2.656 -1.495 -0.012  0.11
H: -0.397 0.556 -2.114  0.10
H: 2.582 2.612 1.502  -0.27
H: -3.220 -2.377 -0.188  0.02
H: 0.686 -2.018 -0.241  0.09

Forces on atoms 1 to 6 (eV/Å):
1.46 0.97 -0.20
-0.29 -0.62 -0.47
-0.89 -0.13 -0.74
-0.36 0.31 0.29
0.02 0.06 0.11
-0.44 -0.51 0.45

Its energy above the lowest of the compared OMol25 structures with the same formula, charge and spin is 105.1 kcal per mole. For the HOMO energy, the calculation gives -1.3 eV. As for the net charge: -1.

---

2.
The following is a quantum chemistry calculation of 2 unconnected molecules or ions with the total composition C2H3ClO2S at a distorted geometry, from the OMol25 dataset.

Each line ends with the Löwdin charge.
Atoms and positions in Å:
Cl: -0.981 -0.172 1.821  0.64
S: 0.697 0.129 -1.256  0.84
O: -1.826 0.709 -0.417  -0.11
O: -0.052 -1.075 -1.582  -0.55
C: -0.902 0.874 0.467  -0.72
C: 1.581 -0.143 0.153  -0.33
H: 2.468 0.658 0.122  0.07
H: 1.524 -0.982 0.821  0.01
H: -2.507 0.003 -0.129  0.14

Forces on atoms 1 to 6 (eV/Å):
-0.62 -0.83 0.65
3.21 -1.55 2.52
-1.90 -1.59 1.36
-1.15 -0.37 -0.64
-0.25 2.37 -0.29
1.81 3.04 -3.56

Its energy above the lowest of the compared OMol25 structures with the same formula, charge and spin is 102.8 kcal per mole. For the HOMO energy (alpha / beta), the calculation gives -8.4 / -8.4 eV. As for the net charge: 0.

---

3.
The following is a quantum chemistry calculation of C4H9ClO in the gas phase at a distorted geometry, from the OMol25 dataset.

Each line ends with the Löwdin charge.
Atoms and positions in Å:
Cl: -1.066 -1.454 2.515  0.54
O: -0.517 0.546 -0.850  -0.21
C: 0.586 -1.524 -0.009  -0.09
C: 0.309 1.559 -1.507  -0.05
C: 0.062 -0.100 0.315  -0.48
C: -1.035 -0.068 1.350  -0.51
H: 0.466 2.402 -0.764  0.11
H: 1.287 -1.816 0.817  0.07
H: -0.205 -2.408 -0.048  0.11
H: 0.889 0.452 0.541  0.10
H: 1.143 -1.387 -0.987  0.09
H: -1.995 -0.024 0.802  0.09
H: -0.153 1.928 -2.365  0.06
H: -0.961 0.874 1.982  0.10
H: 1.191 1.021 -1.792  0.07

Forces on atoms 1 to 6 (eV/Å):
0.02 0.46 -0.35
-0.31 0.43 -0.39
-0.37 -0.91 -0.26
0.07 -1.10 3.50
-1.91 -2.08 -1.99
-0.67 1.50 1.04

Its energy above the lowest of the compared OMol25 structures with the same formula, charge and spin is 29.3 kcal per mole. The SMILES is CO[C@H](C)CCl. For the HOMO energy, the calculation gives -9.9 eV. As for the net charge: 0.

---

> Which value of net charge does entry 3 give?

0

---

What did the first record say?
The following is a quantum chemistry calculation of 2 unconnected molecules or ions with the total composition C2H4O5P at a distorted geometry, from the OMol25 dataset.

Each line ends with the Löwdin charge.
Atoms and positions in Å:
P: 0.419 0.085 -0.206  0.37
O: -1.060 0.379 0.472  -0.07
O: 0.956 -1.300 0.352  -0.06
O: 1.334 1.179 -0.002  -0.17
O: 3.235 3.125 1.990  -0.73
O: 0.080 -0.201 -1.749  -0.10
C: -1.959 -0.546 0.195  -0.29
C: -2.656 -1.495 -0.012  0.11
H: -0.397 0.556 -2.114  0.10
H: 2.582 2.612 1.502  -0.27
H: -3.220 -2.377 -0.188  0.02
H: 0.686 -2.018 -0.241  0.09

Forces on atoms 1 to 6 (eV/Å):
1.46 0.97 -0.20
-0.29 -0.62 -0.47
-0.89 -0.13 -0.74
-0.36 0.31 0.29
0.02 0.06 0.11
-0.44 -0.51 0.45

Its energy above the lowest of the compared OMol25 structures with the same formula, charge and spin is 105.1 kcal per mole. For the HOMO energy, the calculation gives -1.3 eV. As for the net charge: -1.

---

> Look up the energy above the lowest of the compared OMol25 structures with the same formula, charge and spin of the third one.

29.3 kcal per mole

---

> Which formula does entry 2 have?

C2H3ClO2S